# C9H13NO2

A 2-piece molecular cluster, C9H13NO2 overall at a distorted geometry (wB97M-V/def2-TZVPD, OMol25).

Element x y z (Å)
C  -3.963  0.895  0.988
C  -2.504  0.659  1.228
C  -1.841  -0.345  0.540
C  -0.479  -0.629  0.710
C  0.185  0.077  1.698
O  1.515  -0.111  1.965
C  -0.417  1.196  2.279
C  -1.765  1.443  2.118
H  -4.393  0.396  0.123
H  -4.183  1.960  0.890
H  -4.518  0.533  1.858
H  -2.445  -0.993  -0.087
H  -0.105  -1.357  0.010
H  2.022  -0.358  1.182
H  0.241  1.774  2.917
H  -2.198  2.324  2.576
C  1.389  -0.041  -3.575
C  2.290  -0.805  -2.622
N  1.696  -1.275  -1.489
O  3.487  -0.880  -2.806
H  0.951  0.865  -3.153
H  0.623  -0.621  -4.085
H  2.089  0.324  -4.328
H  2.277  -1.765  -0.830
H  0.750  -1.015  -1.314

## Properties
Structure (SMILES): Cc1ccc(O)cc1.CC(N)=O
HOMO-LUMO gap, Eh: 0.3441
ΔE to the lowest compared entry with this formula, charge and spin, kcal per mole: 15.4

# C25H18FN3Pd

C25H18FN3Pd as an isolated structure at a distorted geometry (wB97M-V/def2-TZVPD, OMol25).

Element x y z (Å)
Pd  -0.110  0.660  -0.062
C  -0.432  -2.430  3.026
C  -0.555  -1.239  2.327
N  -0.084  -0.995  1.096
C  0.137  -2.123  0.356
C  0.158  -3.507  0.829
C  0.082  -3.504  2.372
C  0.700  -4.589  0.134
C  0.629  -4.525  -1.258
C  0.480  -3.129  -1.796
C  0.334  -1.974  -1.057
N  -0.281  -0.749  -1.531
C  -0.468  -0.222  -2.623
C  -0.734  -1.086  -4.002
C  -0.576  -0.512  -5.181
C  -0.294  0.822  -5.264
C  -0.233  1.719  -4.218
C  -0.228  3.081  -4.350
C  -0.119  3.837  -3.161
C  -0.154  3.264  -1.979
N  -0.201  1.876  -1.737
C  -0.380  1.172  -2.800
H  -0.479  -2.596  4.111
H  -0.755  -0.270  2.808
H  0.222  -4.342  3.049
H  1.135  -5.441  0.689
H  0.939  -5.168  -2.029
H  0.512  -3.132  -2.937
H  -0.886  -2.126  -3.881
H  -0.762  -1.116  -6.077
H  -0.249  1.269  -6.268
H  -0.175  3.713  -5.223
H  0.088  4.858  -3.212
H  -0.171  3.936  -1.136
F  -0.092  0.823  6.682
C  -0.015  1.360  5.385
C  1.323  1.355  4.855
C  1.433  1.618  3.506
C  0.309  1.945  2.740
C  0.384  2.082  1.267
C  -0.928  2.019  3.345
C  -1.114  1.657  4.663
H  2.141  1.099  5.568
H  2.428  1.509  3.104
H  1.380  2.504  0.928
H  -0.420  2.770  1.067
H  -1.812  2.146  2.760
H  -2.107  1.679  5.115

## Properties
HOMO-LUMO gap (alpha / beta), Eh: 0.1713 / 0.2330
Multiplicity: 3
ΔE to the lowest compared entry with this formula, charge and spin, kcal per mole: 83.5

# C4H4O3

A 2-piece molecular cluster, C4H4O3 overall at a distorted geometry (wB97M-V/def2-TZVPD, OMol25).

Element x y z (Å)
C  1.406  0.872  -0.948
C  0.350  1.028  0.118
O  0.035  2.087  0.629
C  -0.472  -0.168  0.426
O  -0.012  -0.836  1.436
C  -2.396  -1.971  0.554
O  -3.261  -1.918  -0.179
H  2.237  0.269  -0.564
H  1.771  1.858  -1.240
H  0.992  0.352  -1.819
H  -0.651  -1.572  1.588

## Properties
HOMO-LUMO gap, Eh: 0.3427
ΔE to the lowest compared entry with this formula, charge and spin, kcal per mole: 71.1

# C34H39ClNO8RuSSb2Se4

C34H39ClNO8RuSSb2Se4 as an isolated structure (wB97M-V/def2-TZVPD, OMol25).

Element x y z (Å)
Ru  -0.137  0.485  -1.281
Se  4.173  6.195  0.077
Sb  2.642  5.234  -1.496
Se  -0.092  2.969  -1.552
Se  -2.177  1.860  -1.586
Se  3.704  5.075  -3.663
O  0.983  -2.866  -1.737
Cl  -0.270  -2.353  -2.221
O  -1.055  -3.389  -2.796
O  -0.023  -1.270  -3.170
O  -1.000  -1.725  -1.105
O  2.267  0.118  -1.607
C  2.998  0.943  -2.160
C  4.498  0.907  -2.023
C  5.072  0.851  -3.458
C  4.188  0.072  -4.465
C  3.097  0.890  -5.188
C  1.938  1.299  -4.273
N  2.535  1.855  -3.055
H  4.759  0.022  -1.443
H  4.856  1.788  -1.481
H  6.058  0.384  -3.413
H  5.229  1.867  -3.831
H  3.716  -0.776  -3.953
H  4.839  -0.366  -5.226
H  2.709  0.308  -6.028
H  3.551  1.797  -5.603
H  1.330  0.439  -4.001
H  1.296  2.050  -4.732
H  3.193  2.601  -3.279
C  3.480  0.509  3.855
C  3.866  -0.435  2.747
C  5.141  -0.999  2.784
C  5.568  -1.900  1.821
C  4.714  -2.255  0.788
C  3.447  -1.693  0.728
C  3.012  -0.782  1.695
Sb  0.958  -0.229  1.384
C  0.626  1.725  2.185
C  -0.634  1.973  2.725
C  -1.048  3.271  2.993
C  -0.199  4.331  2.714
C  1.053  4.094  2.163
C  1.474  2.798  1.878
C  2.781  2.591  1.165
C  0.243  -1.357  3.078
C  0.332  -0.807  4.354
C  0.050  -1.561  5.486
C  -0.321  -2.888  5.342
C  -0.426  -3.438  4.074
C  -0.154  -2.692  2.930
C  -0.298  -3.327  1.575
H  3.358  -0.038  4.793
H  2.548  1.030  3.648
H  4.257  1.261  4.005
H  5.810  -0.719  3.591
H  6.565  -2.320  1.878
H  5.030  -2.956  0.025
H  2.795  -1.949  -0.100
H  -1.314  1.152  2.922
H  -2.037  3.448  3.395
H  -0.520  5.349  2.897
H  1.707  4.923  1.911
H  3.344  3.522  1.102
H  2.588  2.251  0.142
H  3.406  1.836  1.643
H  0.598  0.236  4.472
H  0.119  -1.110  6.468
H  -0.533  -3.494  6.215
H  -0.731  -4.473  3.961
H  -0.674  -4.346  1.660
H  0.655  -3.365  1.039
H  -0.984  -2.763  0.944
C  -10.586  -2.718  -1.367
C  -9.281  -1.964  -1.392
C  -8.933  -1.170  -2.483
C  -7.744  -0.458  -2.496
C  -6.875  -0.528  -1.415
C  -7.207  -1.318  -0.326
C  -8.400  -2.030  -0.319
S  -5.346  0.414  -1.447
O  -5.775  1.786  -1.680
O  -4.595  -0.159  -2.554
O  -4.751  0.190  -0.136
H  -11.005  -2.812  -2.369
H  -11.327  -2.209  -0.744
H  -10.454  -3.723  -0.961
H  -9.605  -1.112  -3.334
H  -7.474  0.158  -3.345
H  -6.514  -1.364  0.503
H  -8.650  -2.648  0.538

## Properties
Net charge: -2
HOMO-LUMO gap (alpha / beta), Eh: 0.2155 / 0.2204
Multiplicity: 6
ΔE to the lowest compared entry with this formula, charge and spin, kcal per mole: 13.6